{"formula": "C33H38HfN2P2SSbSe4Te", "method": "ωB97M-V/def2-TZVPD", "species": ["Hf", "C", "C", "P", "C", "C", "C", "C", "C", "C", "C", "C", "C", "C", "C", "C", "C", "P", "C", "C", "C", "C", "C", "C", "C", "C", "C", "C", "C", "C", "H", "H", "H", "H", "H", "H", "H", "H", "H", "H", "H", "H", "H", "H", "H", "H", "H", "H", "H", "H", "H", "H", "H", "H", "H", "H", "Se", "Sb", "Se", "Se", "Se", "Te", "C", "C", "C", "C", "S", "H", "H", "H", "N", "C", "C", "N", "H", "H", "H", "H", "H", "H", "H", "H", "H"], "positions_angstrom": [[0.55366, -1.84297, -0.36861], [-0.57122, 2.96747, -0.01266], [0.80235, 2.72515, 0.60415], [1.83361, 1.53464, -0.37093], [3.42134, 1.70483, 0.55666], [3.48645, 2.04159, 1.90914], [4.69604, 2.00827, 2.59509], [5.86103, 1.64709, 1.93907], [5.82071, 1.36682, 0.57966], [4.61527, 1.39874, -0.10313], [2.21313, 2.56596, -1.84019], [1.70587, 2.18669, -3.07946], [1.94613, 2.96179, -4.20854], [2.70004, 4.11887, -4.10481], [3.21227, 4.50610, -2.87049], [2.97128, 3.73677, -1.74380], [-1.60825, 1.92465, 0.40675], [-1.38905, 0.24282, -0.32033], [-1.92619, 0.53587, -2.04522], [-1.13967, 0.05301, -3.08881], [-1.54243, 0.18285, -4.40787], [-2.74712, 0.80132, -4.70335], [-3.51890, 1.33340, -3.67884], [-3.10368, 1.21608, -2.36146], [-2.72801, -0.62200, 0.57573], [-2.32258, -1.68155, 1.38082], [-3.21935, -2.39078, 2.16150], [-4.55341, -2.02002, 2.16471], [-4.97352, -0.95170, 1.38234], [-4.07242, -0.25845, 0.59052], [-0.50506, 3.00378, -1.10407], [-0.92334, 3.94924, 0.30534], [0.66906, 2.34789, 1.62335], [1.36773, 3.65401, 0.66873], [2.60322, 2.38281, 2.44109], [4.72748, 2.27991, 3.64456], [6.79684, 1.59395, 2.48172], [6.73059, 1.12157, 0.04549], [4.60092, 1.20492, -1.16833], [1.12413, 1.27680, -3.16784], [1.54987, 2.65425, -5.16859], [2.89338, 4.72124, -4.98386], [3.80738, 5.40804, -2.78733], [3.38142, 4.04387, -0.78929], [-2.60021, 2.24739, 0.09739], [-1.63261, 1.80675, 1.49144], [-0.19098, -0.42089, -2.88186], [-0.92274, -0.21134, -5.20457], [-3.07771, 0.88458, -5.73156], [-4.44760, 1.84419, -3.90260], [-3.70211, 1.68225, -1.59070], [-1.26887, -1.94702, 1.42477], [-2.87292, -3.23084, 2.75441], [-5.26833, -2.56764, 2.76664], [-6.01715, -0.66068, 1.37978], [-4.43795, 0.55815, -0.01596], [4.30685, -2.82253, 2.58871], [3.22278, -3.88733, 0.66800], [2.04538, -2.43088, -2.58132], [0.74106, -3.74523, 1.54595], [3.25397, -1.64359, -0.73655], [-1.13227, -3.46000, -1.96638], [-3.06539, -3.90824, -1.29532], [-3.45955, -4.97002, -0.53229], [-4.87426, -5.15483, -0.52551], [-5.52531, -4.23745, -1.29000], [-4.42538, -3.14837, -2.02576], [-2.76079, -5.62028, -0.01771], [-5.37522, -5.94794, 0.01776], [-6.58618, -4.14873, -1.48045], [1.40171, -2.63653, 4.45596], [1.19323, -1.15293, 4.44023], [0.42255, -0.76532, 3.18657], [1.24198, -0.77027, 1.96086], [1.50800, -3.00290, 5.39826], [2.28180, -2.89312, 3.88784], [0.64427, -3.12915, 3.97649], [2.17624, -0.68428, 4.45745], [0.63907, -0.86222, 5.32829], [-0.02441, 0.21944, 3.31895], [-0.39765, -1.47501, 3.06966], [2.00425, -1.44820, 2.07915], [1.73550, 0.10540, 1.90536]], "total_charge": 1, "homo_lumo_gap_ev": 6.89, "e_above_lowest_kcal_mol": 17.4}

***

{"formula": "C33H38IN3O6S", "method": "ωB97M-V/def2-TZVPD", "species": ["C", "C", "C", "C", "C", "C", "C", "C", "C", "I", "C", "N", "C", "N", "C", "S", "N", "C", "C", "C", "C", "C", "C", "C", "O", "C", "C", "O", "H", "H", "H", "H", "H", "H", "H", "H", "H", "H", "H", "H", "H", "H", "H", "H", "H", "H", "H", "H", "H", "H", "H", "H", "H", "H", "H", "H", "H", "H", "C", "C", "C", "O", "C", "C", "C", "O", "H", "H", "H", "H", "C", "C", "C", "O", "C", "C", "C", "O", "H", "H", "H", "H"], "positions_angstrom": [[-2.23235, 1.15502, -4.37590], [-0.71795, 1.32809, -4.19703], [0.06355, 0.05877, -4.49972], [1.59363, 0.26221, -4.48805], [2.31065, -1.09632, -4.33779], [3.49846, -1.10087, -3.35778], [3.28671, -0.37936, -2.04429], [4.18205, 0.68996, -1.76431], [4.09491, 1.43122, -0.62630], [5.46351, 2.98638, -0.30462], [3.08880, 1.17072, 0.33145], [3.02741, 1.92194, 1.46664], [2.07120, 1.59700, 2.28716], [1.96507, 2.31955, 3.48829], [1.11732, 0.55194, 2.00641], [-0.18916, 0.20726, 3.16781], [1.18365, -0.16000, 0.92824], [2.20001, 0.11837, 0.05567], [2.31174, -0.67463, -1.11918], [1.34736, -1.82405, -1.33278], [1.33216, -2.87947, -0.21597], [0.00426, -3.65944, -0.07695], [-1.27231, -2.81532, -0.21428], [-1.82131, -2.86440, -1.64397], [-3.26606, -2.78340, -1.62862], [-3.79020, -2.54817, -2.85543], [-3.16265, -3.14589, -4.09473], [-4.78557, -1.86414, -2.95070], [-2.70655, 2.12335, -4.19752], [-2.66396, 0.44823, -3.66460], [-2.48769, 0.86825, -5.39774], [-0.55793, 1.67278, -3.17027], [-0.41643, 2.14446, -4.86151], [-0.25075, -0.30727, -5.48364], [-0.23300, -0.70253, -3.76852], [1.83309, 0.71048, -5.45324], [1.79947, 0.95508, -3.67026], [1.56267, -1.85881, -4.12550], [2.72114, -1.35650, -5.31810], [3.83486, -2.13208, -3.20753], [4.32802, -0.60950, -3.87088], [4.95365, 0.92512, -2.48631], [2.88912, 2.71833, 3.66139], [1.84766, 1.65020, 4.24451], [-1.25559, 0.47885, 2.40315], [1.64570, -2.34264, -2.24060], [0.37340, -1.36747, -1.51693], [2.10266, -3.61349, -0.47414], [1.60949, -2.49476, 0.76057], [0.00878, -4.53178, -0.73558], [-0.00140, -4.07470, 0.93526], [-1.01664, -1.76638, -0.03799], [-2.04937, -3.08921, 0.49441], [-1.41601, -2.07494, -2.27905], [-1.54168, -3.82327, -2.09451], [-2.15528, -2.77513, -4.28773], [-3.10913, -4.23577, -4.04130], [-3.78766, -2.88226, -4.94285], [-6.76405, -3.42681, 3.05329], [-5.89547, -3.72139, 2.08977], [-5.31049, -2.66219, 1.22729], [-4.51984, -2.92235, 0.34637], [-5.73473, -1.26219, 1.48326], [-6.60366, -0.96772, 2.44675], [-7.18636, -2.02623, 3.30873], [-7.97647, -1.75871, 4.18839], [-7.20207, -4.18251, 3.69294], [-5.57413, -4.73534, 1.88732], [-5.29783, -0.50712, 0.84190], [-6.92645, 0.04565, 2.64891], [4.71413, 6.25901, 7.27115], [5.10213, 5.30480, 6.42978], [4.26995, 4.92680, 5.26138], [4.62228, 4.05458, 4.49408], [2.99031, 5.65204, 5.06338], [2.60237, 6.60650, 5.90478], [3.43365, 6.98660, 7.07520], [3.08253, 7.85667, 7.84120], [5.30388, 6.55120, 8.13058], [6.03104, 4.76270, 6.55287], [2.40040, 5.35848, 4.20370], [1.67333, 7.14793, 5.78069]], "homo_lumo_gap_ev": 6.79, "smiles": "CCCCCCc1cc(I)c2nc(N)c(S)nc2c1CCCCCOC(C)=O.O=C1C=CC(=O)C=C1.O=C1C=CC(=O)C=C1"}